(1)
ORCA calculation (ωB97M-V with the def2-TZVPD basis set) on a cluster of 2 separate species, C12H19N4 in total at a distorted geometry.

## Properties
* orbital gap: 7.1024 eV
* E: -687.44367 a.u.
* total charge: +1
* energy relative to the best compared isomer or geometry (same formula, charge and spin): 43.2 kcal per mole
* HOMO energy: -10.27 eV

CARTESIAN COORDINATES (ANGSTROEM)
C 0.80 -1.54 -2.81
C 1.29 -1.17 -1.49
C 1.87 0.02 -1.08
C 1.15 -2.01 -0.26
C 1.59 -1.17 0.81
C 0.66 -3.24 0.10
C 1.57 -1.45 2.18
C 0.80 -3.61 1.44
C 1.16 -2.76 2.48
N 1.91 0.10 0.29
H 1.06 -2.60 -3.08
H 1.08 -0.89 -3.67
H 2.17 0.80 -1.76
H 2.28 0.85 0.85
H 0.46 -4.03 -0.64
H 2.07 -0.83 2.91
H 0.49 -4.66 1.63
H 1.13 -3.14 3.52
H -0.31 -1.57 -2.77
C -1.56 0.95 0.77
C -1.86 1.12 2.24
C -1.10 2.73 -0.97
N -0.84 2.19 0.24
N -2.12 2.20 -1.69
N -0.44 3.81 -1.39
H -0.86 0.21 0.28
H -2.59 0.76 0.26
H -2.85 1.58 2.37
H -1.04 1.80 2.59
H -0.71 2.84 1.02
H -2.18 1.19 -1.70
H -2.56 2.71 -2.43
H -0.10 4.47 -0.71
H -0.67 4.20 -2.29
H -1.77 0.12 2.77

(2)
ORCA calculation (ωB97M-V with the def2-TZVPD basis set) on the molecule C12H19NO2.

## Properties
* orbital gap: 9.4988 eV
* E: -673.70558 a.u.
* structure (SMILES): C#CCOCOCC#CCN(CC)CC
* energy relative to the best compared isomer or geometry (same formula, charge and spin): 112.1 kcal per mole
* HOMO energy: -8.59 eV

CARTESIAN COORDINATES (ANGSTROEM)
C 3.24 1.97 -1.14
C 4.11 1.35 -0.59
C 5.12 0.52 0.04
H 5.28 0.87 1.08
H 6.06 0.59 -0.51
O 4.79 -0.86 0.05
C 3.81 -1.23 0.97
O 2.54 -0.72 0.72
C 1.96 -1.20 -0.49
C 0.73 -0.49 -0.75
C -0.26 0.16 -0.96
C -1.54 0.83 -1.15
N -2.62 0.28 -0.34
C -2.92 -1.10 -0.65
C -4.38 -1.43 -0.38
H -4.61 -1.36 0.68
H -5.02 -0.73 -0.91
H -4.60 -2.44 -0.71
H -2.72 -1.25 -1.72
H -2.26 -1.80 -0.10
C -2.41 0.51 1.09
C -2.77 1.94 1.49
H -2.75 2.03 2.57
H -3.76 2.18 1.12
H -2.06 2.66 1.07
H -1.37 0.29 1.38
H -3.06 -0.17 1.64
H -1.84 0.76 -2.20
H -1.43 1.89 -0.90
H 2.65 -1.05 -1.33
H 1.75 -2.28 -0.39
H 3.81 -2.33 0.95
H 4.06 -0.87 1.98
H 2.48 2.53 -1.60

(3)
ORCA calculation (ωB97M-V with the def2-TZVPD basis set) on the molecule C12H19O4P at a distorted geometry.

## Properties
* orbital gap: 6.2640 eV
* E: -1110.72243 a.u.
* structure (SMILES): CCOOP(Cc1ccc(OC)cc1)OCC
* energy relative to the best compared isomer or geometry (same formula, charge and spin): 225.6 kcal per mole
* HOMO energy: -5.93 eV

CARTESIAN COORDINATES (ANGSTROEM)
O -0.37 -1.60 1.73
O 3.09 4.53 -0.50
O 1.03 -1.37 2.11
O -2.30 -0.10 0.22
C 2.38 3.43 1.49
C 0.90 3.41 -0.40
C 1.46 2.63 2.20
C -0.05 2.66 0.35
C 2.12 3.83 0.16
C 0.27 2.19 1.63
P -1.14 -0.17 1.37
C 3.06 4.46 -1.95
C -0.69 1.27 2.34
C 2.08 -3.50 1.56
C -2.04 -1.60 -1.77
C 1.61 -2.55 2.66
C -2.66 -1.36 -0.40
H 3.31 3.72 1.99
H 0.66 3.63 -1.40
H 1.82 2.21 3.14
H -1.00 2.37 -0.11
H 2.88 3.44 -2.37
H 4.04 4.80 -2.34
H 2.32 5.16 -2.34
H -1.58 1.81 2.61
H -0.22 0.96 3.25
H 2.69 -2.93 0.87
H 1.23 -3.94 1.01
H 2.62 -4.33 1.98
H -2.25 -0.76 -2.47
H -0.95 -1.74 -1.68
H -2.46 -2.51 -2.17
H 2.48 -2.35 3.26
H 0.86 -3.03 3.32
H -3.75 -1.39 -0.51
H -2.42 -2.23 0.23

(4)
ORCA calculation (ωB97M-V with the def2-TZVPD basis set) on a structure of composition C12H20AsClN3O2Se4Si2Y at a distorted geometry.

## Properties
* orbital gap: 6.5740 eV
* E: -13703.39040 a.u.
* total charge: -2
* energy relative to the best compared isomer or geometry (same formula, charge and spin): 0.0 kcal per mole
* HOMO energy: -2.14 eV

CARTESIAN COORDINATES (ANGSTROEM)
Y 0.50 0.51 0.43
Se -2.06 1.81 0.41
Se -1.09 3.05 2.15
Se -0.15 1.55 3.67
Se 2.01 1.13 2.83
Cl -3.68 -2.79 0.20
C -2.61 -2.06 1.45
C -1.35 -1.40 0.93
O -1.14 -1.21 -0.28
O -0.57 -1.00 1.84
H -2.34 -2.83 2.16
H -3.18 -1.28 1.96
N 1.83 -1.34 -0.17
C 2.36 -2.32 0.11
C 3.05 -3.51 0.40
C 4.30 -3.76 -0.25
N 5.31 -3.97 -0.77
C 2.50 -4.48 1.28
N 2.07 -5.29 1.99
C 4.84 2.93 -2.22
Si 3.77 1.57 -1.51
C 3.87 0.13 -2.69
C 4.57 1.04 0.09
As 1.65 2.46 -1.10
Si 0.61 1.98 -3.11
C 0.29 0.17 -3.45
C -1.05 2.85 -3.16
C 1.58 2.67 -4.57
H 5.86 2.57 -2.45
H 4.92 3.76 -1.50
H 4.40 3.33 -3.14
H 4.91 -0.18 -2.80
H 3.48 0.38 -3.68
H 3.30 -0.72 -2.31
H 5.66 1.08 -0.02
H 4.28 0.02 0.37
H 4.28 1.70 0.91
H -0.34 -0.28 -2.67
H 1.22 -0.40 -3.51
H -0.24 0.08 -4.41
H -1.86 2.16 -2.95
H -1.21 3.30 -4.15
H -1.10 3.63 -2.40
H 2.56 2.19 -4.69
H 1.76 3.74 -4.42
H 1.02 2.54 -5.50

(5)
ORCA calculation (ωB97M-V with the def2-TZVPD basis set) on a cluster of 3 separate species, C12H20BrNO8P in total at a distorted geometry.

## Properties
* orbital gap: 6.4319 eV
* E: -4041.30299 a.u.
* total charge: -1
* HOMO energy: -4.29 eV

CARTESIAN COORDINATES (ANGSTROEM)
C 0.01 2.77 1.52
P -1.10 1.88 0.27
C -2.94 2.17 0.60
C -0.86 -0.01 0.32
N 0.54 -0.33 -0.17
Br 0.55 0.16 -2.01
C -1.19 -0.67 1.74
O -0.35 -0.47 2.71
O -2.35 -1.40 1.90
H 0.22 3.87 1.21
H -0.40 2.82 2.59
H 1.02 2.23 1.56
H -3.53 1.19 0.79
H -3.37 2.69 -0.34
H -3.18 2.85 1.50
H -1.60 -0.43 -0.47
H 1.16 0.40 0.25
C -2.36 -3.93 3.27
C -1.79 -5.30 3.58
C -0.41 -5.51 3.04
O -0.36 -6.92 2.88
C -1.64 -7.33 2.65
O -1.95 -8.42 2.26
O -2.53 -6.32 2.92
H -3.42 -3.88 3.55
H -1.82 -3.15 3.81
H -2.31 -3.71 2.20
H -1.84 -5.49 4.66
H 0.37 -5.17 3.73
H -0.25 -5.04 2.06
C 3.96 4.08 -5.48
C 2.80 3.61 -4.63
C 2.16 4.70 -3.82
O 1.62 3.98 -2.73
C 2.41 2.88 -2.56
O 2.37 2.17 -1.60
O 3.24 2.71 -3.62
H 4.49 3.23 -5.92
H 3.62 4.74 -6.28
H 4.70 4.62 -4.88
H 2.07 3.08 -5.25
H 1.38 5.22 -4.37
H 2.88 5.43 -3.44

(6)
ORCA calculation (ωB97M-V with the def2-TZVPD basis set) on a structure of composition C12H20Cl2F6I2N6OS3SbTb at a distorted geometry.

## Properties
* orbital gap (spin up / spin down): 5.8223 / 6.0631 eV
* E: -5247.54376 a.u.
* 2S+1: 8
* total charge: -1
* HOMO energy (spin up / spin down): -4.58 / -4.61 eV

CARTESIAN COORDINATES (ANGSTROEM)
Tb 0.60 1.05 0.02
N -1.86 1.38 -1.23
N -1.73 0.65 -2.43
C -1.85 1.25 -3.62
N -1.43 0.50 -4.67
S -2.48 2.79 -3.81
H -2.72 1.10 -0.77
H -2.03 2.34 -1.57
H -1.32 -0.27 -2.34
H -0.71 -0.19 -4.48
H -1.33 1.00 -5.53
C 2.64 0.16 1.34
H 2.94 1.12 1.76
H 3.27 -0.20 0.53
S 0.11 -3.39 -1.60
C -1.52 -2.77 -1.30
C -1.50 -1.69 -0.51
N -0.28 -1.22 -0.06
C 0.68 -2.27 -0.20
H -2.38 -3.27 -1.73
H -2.40 -1.17 -0.20
H 1.68 -1.92 -0.44
I 1.71 0.19 -2.65
C 3.04 -3.95 0.65
N 1.72 -4.05 1.24
C 1.35 -4.89 2.27
C 0.07 -4.57 2.59
N -0.31 -3.54 1.76
C 0.71 -3.21 0.98
S 2.05 -0.95 2.46
H 3.64 -4.78 1.00
H 3.50 -3.01 0.94
H 2.97 -4.00 -0.44
H 2.02 -5.63 2.67
H -0.60 -4.96 3.33
H -1.25 -3.10 1.85
Cl -1.67 4.05 0.80
C -2.69 5.00 -0.29
Cl -4.30 4.30 -0.46
H -2.21 5.02 -1.27
H -2.79 6.00 0.13
I -3.34 -2.40 2.73
C -1.03 1.06 2.32
H -1.87 1.67 2.04
H -1.25 -0.02 2.40
F 0.57 3.14 -1.22
Sb 2.03 4.00 -0.25
F 1.26 3.02 1.26
F 2.95 2.35 -0.48
F 3.42 4.63 0.83
F 2.69 4.71 -1.84
F 0.98 5.51 0.09
O 0.49 1.90 4.08
C -0.23 1.52 3.27